Molecular formula: C21H46CoN8O2PS3
Method: DFT, the ωB97M-V functional and the def2-TZVPD basis

Geometry (Å):
Co -0.297 0.881 -0.409
S 0.111 -2.340 0.530
S 0.966 4.057 -0.831
S -1.075 -1.189 -0.940
P -0.747 3.038 -0.989
O -1.272 3.549 -2.450
O -1.826 3.646 0.073
N 3.958 0.980 -1.434
N -0.808 -0.225 3.778
N 1.750 0.766 -0.513
N 2.289 0.315 -2.737
N -0.110 0.650 1.632
N 1.053 -4.458 -0.779
N -2.317 0.557 2.361
N -0.738 -4.885 0.676
C -2.622 3.544 -2.886
C -0.176 -5.997 1.424
C 4.749 1.762 -0.510
C -3.106 0.059 3.467
C 2.188 1.102 0.829
C 1.305 0.455 1.898
C -0.991 0.337 2.539
C 4.606 0.619 -2.681
C -1.823 4.986 0.576
C 0.992 0.353 -3.351
C 0.138 -3.989 0.110
C 0.765 -5.603 -1.612
C -3.066 5.745 0.142
C 2.081 -3.585 -1.284
C -1.930 -4.345 1.289
C -3.030 2.231 -3.534
C -2.050 -0.202 4.532
C -3.004 0.918 1.154
C 2.614 0.749 -1.487
C 3.452 0.204 -3.592
C 0.377 -0.338 4.598
H -0.143 -6.090 -1.271
H 2.927 -4.192 -1.600
H 5.536 2.261 -1.077
H -2.179 -1.156 5.050
H 1.575 0.928 2.843
H -0.840 -6.858 1.352
H -0.067 -5.725 2.480
H 1.731 -2.995 -2.137
H -2.446 -3.698 0.584
H 5.162 1.475 -3.080
H 5.234 1.131 0.242
H 0.228 0.546 -2.586
H -2.026 0.598 5.281
H 1.155 -0.910 4.101
H 0.774 -0.600 -3.837
H -4.013 2.356 -3.981
H -3.628 -0.862 3.170
H -3.958 5.205 0.452
H 3.558 -0.829 -3.940
H 2.149 2.189 0.968
H -3.856 0.249 1.008
H 0.763 0.637 4.912
H 2.402 -2.897 -0.505
H -3.852 0.794 3.781
H 3.202 0.743 1.008
H -2.581 -5.175 1.560
H -3.074 1.428 -2.801
H 0.615 -5.283 -2.647
H -1.798 4.908 1.668
H -2.324 1.963 -4.315
H -3.064 6.724 0.612
H 0.095 -0.886 5.496
H -0.913 5.490 0.237
H -3.096 5.885 -0.935
H 5.313 -0.199 -2.502
H -3.355 1.951 1.206
H -2.332 0.825 0.287
H 1.598 -6.307 -1.584
H 3.357 0.855 -4.468
H 0.938 1.146 -4.105
H -1.699 -3.775 2.195
H 1.534 -0.617 1.952
H 0.802 -6.261 1.034
H 4.153 2.531 -0.030
H -3.293 3.786 -2.054
H -2.671 4.360 -3.615

E: -117955.52513 eV
HOMO (alpha / beta): -9.218 / -9.628 eV
total charge: +1
spin multiplicity: 6
strongest force on any atom: 2.45 eV/A
gap between HOMO and LUMO (alpha / beta): 7.250 / 4.753 eV